Formula: C11H30Cl6O10P2
Source: the OMol25 dataset
Level of theory: the ωB97M-V functional and the def2-TZVPD basis

The total charge is 0. The SMILES is COP(=O)(OC)OC.COP(=O)(OC)OC.ClCCl.ClCCl.ClCCl.OCCO. As for the spin multiplicity: 1. The calculation puts the HOMO-LUMO gap at 9.9972 eV.

Each line ends with the natural charge from an NBO analysis.
Positions of all 59 atoms, in Å:
C (1.15, -0.54, 1.41)  -0.24
O (1.89, -0.67, 0.21)  -0.82
P (3.33, -1.42, 0.28)  2.58
O (3.35, -2.56, 1.18)  -1.10
O (3.65, -1.73, -1.23)  -0.80
C (3.70, -0.69, -2.22)  -0.25
O (4.41, -0.28, 0.60)  -0.82
C (4.56, 0.33, 1.87)  -0.24
H (0.68, 0.45, 1.41)  0.19
H (1.75, -0.56, 2.33)  0.18
H (0.38, -1.31, 1.49)  0.20
H (4.20, -1.15, -3.07)  0.20
H (4.25, 0.20, -1.92)  0.20
H (2.69, -0.44, -2.57)  0.18
H (3.85, -0.05, 2.61)  0.18
H (4.41, 1.40, 1.74)  0.18
H (5.55, 0.16, 2.28)  0.20
C (-0.55, 3.33, 2.21)  -0.25
O (-1.92, 3.12, 2.58)  -0.83
P (-2.79, 1.93, 1.95)  2.60
O (-2.23, 0.59, 2.15)  -1.11
O (-3.01, 2.38, 0.44)  -0.80
C (-3.46, 3.68, 0.14)  -0.27
O (-4.19, 2.19, 2.64)  -0.82
C (-4.33, 2.06, 4.06)  -0.24
H (0.06, 3.20, 3.10)  0.20
H (-0.44, 4.35, 1.85)  0.19
H (-0.24, 2.59, 1.48)  0.18
H (-2.73, 4.27, -0.40)  0.19
H (-3.71, 4.32, 1.00)  0.19
H (-4.44, 3.69, -0.33)  0.20
H (-3.36, 1.89, 4.52)  0.19
H (-5.03, 1.25, 4.30)  0.20
H (-4.81, 2.97, 4.44)  0.19
Cl (-0.75, -5.08, 1.48)  -0.05
C (0.93, -4.71, 0.95)  -0.39
Cl (1.05, -4.53, -0.79)  -0.01
H (1.25, -3.79, 1.43)  0.24
H (1.60, -5.48, 1.32)  0.23
Cl (-1.27, 2.05, -2.74)  -0.05
C (0.32, 1.95, -1.93)  -0.38
Cl (1.60, 2.60, -2.97)  -0.02
H (0.29, 2.48, -0.98)  0.21
H (0.46, 0.89, -1.73)  0.24
Cl (1.67, -2.89, -4.28)  -0.01
C (0.77, -1.51, -4.85)  -0.40
Cl (1.42, -0.92, -6.41)  -0.04
H (-0.27, -1.75, -5.06)  0.24
H (0.80, -0.72, -4.11)  0.21
O (-1.57, -0.52, -0.29)  -0.78
C (-1.81, -1.90, -0.48)  -0.09
C (-1.30, -2.30, -1.85)  -0.09
O (-2.06, -1.73, -2.89)  -0.73
H (-2.01, -0.25, 0.54)  0.50
H (-1.36, -2.50, 0.31)  0.17
H (-2.88, -2.11, -0.43)  0.17
H (-1.30, -3.38, -1.97)  0.19
H (-0.23, -2.06, -1.94)  0.16
H (-1.95, -0.77, -2.89)  0.48

---

Formula: C5H8S
Source: the OMol25 dataset
Level of theory: the ωB97M-V functional and the def2-TZVPD basis

The total charge is 0. The SMILES is C[C@@H]1C[C@H]1C=S. As for the spin multiplicity: 1. The calculation puts the HOMO-LUMO gap at 8.3303 eV.

Each line ends with the natural charge from an NBO analysis.
Positions of all 14 atoms, in Å:
C (1.05, 1.45, 0.51)  -0.61
C (-0.14, 0.53, 0.36)  -0.23
C (-0.52, -0.71, 1.10)  -0.39
C (0.05, -0.75, -0.31)  -0.34
C (-0.79, -1.00, -1.60)  -0.21
S (-0.77, -2.29, -2.70)  0.02
H (1.92, 1.10, 1.24)  0.22
H (0.67, 2.44, 1.14)  0.21
H (1.43, 1.76, -0.52)  0.23
H (-0.94, 1.02, -0.35)  0.22
H (0.15, -0.91, 1.97)  0.23
H (-1.48, -1.02, 1.40)  0.23
H (0.95, -1.54, -0.48)  0.25
H (-1.58, -0.07, -1.75)  0.18

---

Formula: C20H23N3O3
Source: the OMol25 dataset
Level of theory: the ωB97M-V functional and the def2-TZVPD basis

The total charge is 0. The SMILES is Cc1cccc(-c2c3c(=O)n(C)c(=O)n(C)c3cn2C[C@H]2CCCO2)c1. As for the spin multiplicity: 1. The calculation puts the HOMO-LUMO gap at 8.4852 eV.

Each line ends with the natural charge from an NBO analysis.
Positions of all 49 atoms, in Å:
C (-3.49, -2.70, -2.07)  -0.63
C (-2.56, -2.35, -0.94)  -0.01
C (-2.71, -2.95, 0.30)  -0.21
C (-1.83, -2.66, 1.33)  -0.22
C (-0.80, -1.75, 1.14)  -0.12
C (-0.65, -1.13, -0.10)  -0.10
C (0.43, -0.16, -0.29)  0.28
C (1.79, -0.34, -0.07)  -0.29
C (2.57, -1.47, 0.36)  0.68
O (2.15, -2.57, 0.66)  -0.60
N (3.94, -1.20, 0.42)  -0.46
C (4.77, -2.31, 0.86)  -0.42
C (4.58, -0.01, 0.10)  0.80
O (5.79, 0.10, 0.19)  -0.65
N (3.79, 1.02, -0.33)  -0.43
C (4.41, 2.28, -0.68)  -0.41
C (2.43, 0.88, -0.42)  0.20
C (1.45, 1.75, -0.83)  -0.16
N (0.25, 1.10, -0.76)  -0.32
C (-1.01, 1.76, -0.93)  -0.24
C (-1.42, 2.50, 0.37)  0.10
C (-2.85, 3.03, 0.28)  -0.43
C (-3.66, 1.83, 0.76)  -0.44
C (-2.72, 1.18, 1.77)  -0.07
O (-1.40, 1.62, 1.47)  -0.53
C (-1.53, -1.44, -1.13)  -0.22
H (-3.40, -1.99, -2.89)  0.21
H (-4.53, -2.70, -1.72)  0.22
H (-3.27, -3.69, -2.44)  0.22
H (-3.51, -3.65, 0.46)  0.21
H (-1.94, -3.14, 2.29)  0.22
H (-0.12, -1.51, 1.93)  0.22
H (4.64, -3.15, 0.18)  0.21
H (4.46, -2.62, 1.86)  0.21
H (5.80, -1.97, 0.87)  0.24
H (5.48, 2.18, -0.53)  0.25
H (4.20, 2.52, -1.72)  0.20
H (4.02, 3.08, -0.04)  0.20
H (1.51, 2.77, -1.16)  0.22
H (-0.94, 2.48, -1.75)  0.21
H (-1.77, 1.01, -1.16)  0.22
H (-0.68, 3.28, 0.57)  0.19
H (-2.98, 3.87, 0.96)  0.22
H (-3.12, 3.35, -0.73)  0.21
H (-3.87, 1.14, -0.06)  0.20
H (-4.61, 2.12, 1.21)  0.22
H (-2.95, 1.50, 2.80)  0.17
H (-2.75, 0.09, 1.74)  0.20
H (-1.38, -1.00, -2.11)  0.21

---

Formula: C7H9F
Source: the OMol25 dataset
Level of theory: the ωB97M-V functional and the def2-TZVPD basis

The total charge is 0. The SMILES is C#C[C@H]1C[C@@](C)(F)C1. As for the spin multiplicity: 1. The calculation puts the HOMO-LUMO gap at 11.0318 eV.

Each line ends with the natural charge from an NBO analysis.
Positions of all 17 atoms, in Å:
C (3.52, -0.39, -0.05)  -0.24
C (2.35, -0.11, 0.13)  -0.01
C (0.88, 0.21, 0.06)  -0.28
C (-0.05, -0.40, -1.03)  -0.42
C (-1.14, -0.39, 0.01)  0.35
C (-2.03, 0.89, -0.07)  -0.63
F (-1.92, -1.53, 0.04)  -0.36
C (-0.12, -0.32, 1.12)  -0.42
H (4.53, -0.76, -0.13)  0.24
H (0.75, 1.30, 0.12)  0.23
H (0.37, -1.34, -1.40)  0.24
H (-0.21, 0.23, -1.93)  0.21
H (-2.65, 0.78, -0.93)  0.22
H (-1.37, 1.79, -0.15)  0.21
H (-2.63, 1.02, 0.81)  0.22
H (-0.46, 0.31, 1.92)  0.21
H (0.18, -1.28, 1.49)  0.23

---

Formula: C3H9N2S
Source: the OMol25 dataset
Level of theory: the ωB97M-V functional and the def2-TZVPD basis

The total charge is +1. As for the spin multiplicity: 1. The calculation puts the HOMO-LUMO gap at 8.3218 eV.

Each line ends with the natural charge from an NBO analysis.
Positions of all 15 atoms, in Å:
C (-1.45, -0.13, -0.78)  -0.63
C (1.24, -0.52, -0.33)  -0.32
C (-0.08, 0.08, 0.03)  0.50
N (0.03, 1.00, 0.93)  -0.61
N (2.30, 0.12, 0.38)  -0.85
S (-2.84, 0.11, 0.47)  -0.07
H (-1.46, -1.21, -1.00)  0.25
H (1.30, -0.30, -1.39)  0.26
H (1.30, -1.54, -0.15)  0.25
H (-2.05, 0.26, -1.95)  0.35
H (0.95, 1.08, 1.28)  0.43
H (-0.76, 1.47, 1.35)  0.45
H (2.27, 0.01, 1.40)  0.37
H (-3.99, -0.14, -0.32)  0.20
H (3.22, -0.29, 0.07)  0.42

---

Formula: C3H7N2O2
Source: the OMol25 dataset
Level of theory: the ωB97M-V functional and the def2-TZVPD basis

The total charge is 0. As for the spin multiplicity: 2. The calculation puts the HOMO-LUMO gap (alpha / beta) at 10.2112 / 7.3349 eV.

Each line ends with the natural charge from an NBO analysis.
Positions of all 14 atoms, in Å:
O (-2.68, 0.36, 0.89)  -0.61
C (-1.51, 0.65, 0.61)  0.66
N (-1.19, 1.95, 0.31)  -0.83
C (-0.35, -0.39, 0.41)  -0.32
N (0.51, -0.23, -0.77)  -0.68
C (1.77, -1.15, -0.60)  0.01
O (1.54, -2.02, 0.39)  -0.27
H (-0.31, 2.12, -0.10)  0.39
H (-1.64, 2.81, 0.63)  0.41
H (-0.94, -1.40, 0.35)  0.21
H (0.19, -0.30, 1.31)  0.22
H (0.04, -0.30, -1.63)  0.37
H (2.65, -0.53, -0.26)  0.23
H (1.93, -1.58, -1.56)  0.21

---

Formula: C3H13N4
Source: the OMol25 dataset
Level of theory: the ωB97M-V functional and the def2-TZVPD basis

The total charge is +1. As for the spin multiplicity: 1. The calculation puts the HOMO-LUMO gap at 7.7889 eV.

Each line ends with the natural charge from an NBO analysis.
Positions of all 20 atoms, in Å:
C (-1.47, 1.50, 0.25)  -0.72
C (0.67, 1.17, -1.05)  -0.68
C (-0.73, 0.75, -0.71)  0.55
N (-1.25, -0.28, -1.33)  -0.63
N (2.01, -1.54, 0.27)  -0.80
N (0.41, -0.94, 0.76)  -0.34
N (0.59, -0.25, 1.81)  -0.59
H (-1.66, 2.51, 0.00)  0.28
H (-2.34, 0.96, 0.21)  0.23
H (-1.23, 1.45, 1.31)  0.29
H (1.26, 0.34, -1.48)  0.21
H (1.36, 1.59, -0.32)  0.26
H (0.64, 1.87, -1.91)  0.26
H (2.88, -1.50, 0.76)  0.39
H (-0.78, -0.80, -2.02)  0.42
H (1.67, -2.51, 0.18)  0.42
H (2.11, -1.02, -0.55)  0.37
H (0.86, 0.70, 1.83)  0.33
H (-2.16, -0.56, -1.22)  0.41
H (0.44, -0.78, 2.68)  0.35